Record 1
Here is a 5-piece molecular cluster, C16H42N2O5 overall from OMol25. Energies are from ωB97M-V/def2-TZVPD.

```
! RIJCOSX wB97M-V def2-TZVPD def2/J DEFGRID3
* xyz 0 1
C -4.61 -0.15 -17.90
C -4.11 1.30 -18.24
C -4.48 2.21 -17.08
C -2.56 1.14 -18.38
C -2.01 2.44 -18.99
C -2.54 2.50 -20.46
C -4.06 2.57 -20.57
C -4.55 4.01 -20.34
C -4.39 2.13 -22.01
N -4.67 1.64 -19.55
O -5.99 1.37 -19.71
H -5.66 -0.22 -17.65
H -4.04 -0.44 -17.02
H -4.42 -0.85 -18.72
H -5.53 2.17 -16.81
H -4.20 3.24 -17.27
H -3.94 2.09 -16.14
H -2.12 0.90 -17.41
H -2.31 0.39 -19.13
H -0.93 2.40 -19.12
H -2.21 3.40 -18.52
H -2.06 1.67 -20.98
H -2.21 3.45 -20.89
H -5.63 3.94 -20.30
H -4.18 4.31 -19.36
H -4.02 4.68 -21.03
H -4.01 2.92 -22.65
H -4.08 1.16 -22.39
H -5.46 2.21 -22.20
H -5.87 0.50 -20.10
C -1.81 -3.14 -17.27
O -0.80 -2.15 -17.44
C -0.25 -1.65 -16.23
C 1.04 -0.84 -16.49
C 1.21 -0.26 -17.91
N 2.15 -1.79 -16.25
H -2.27 -3.39 -18.23
H -2.52 -2.74 -16.55
H -1.37 -4.04 -16.84
H -1.04 -1.02 -15.82
H -0.22 -2.31 -15.36
H 1.35 -0.17 -15.70
H 0.62 0.63 -18.12
H 0.97 -0.86 -18.78
H 2.19 0.22 -17.97
H 1.77 -2.56 -16.78
H 2.88 -1.36 -16.81
C -4.58 -4.10 -19.95
O -5.81 -3.87 -19.24
H -4.61 -4.58 -20.93
H -4.20 -3.11 -20.21
H -3.86 -4.66 -19.36
H -5.68 -3.63 -18.32
C -5.13 -5.03 -23.75
O -4.82 -6.33 -24.15
H -5.65 -5.08 -22.79
H -4.17 -4.63 -23.43
H -5.56 -4.48 -24.58
H -4.21 -6.28 -24.90
C -6.35 -2.56 -15.61
O -6.71 -3.49 -16.60
H -6.92 -2.48 -14.68
H -5.31 -2.80 -15.37
H -6.34 -1.56 -16.03
H -7.65 -3.68 -16.57
*
```

Kohn-Sham gap	8.4064	eV
E_LUMO	0.0203	Eh

=====

Record 2
Here is C4H8N2 as an isolated structure from OMol25. Energies are from ωB97M-V/def2-TZVPD.

```
! RIJCOSX wB97M-V def2-TZVPD def2/J DEFGRID3
* xyz 0 1
C -0.91 -1.22 -0.76
N -1.57 0.11 -0.51
C -0.47 0.66 -1.26
C 0.17 -0.49 -1.50
C 1.38 0.95 1.57
N 0.32 0.33 1.88
H -1.53 -1.85 -1.40
H -0.58 -1.78 0.12
H -1.49 0.35 0.48
H -0.34 1.64 -1.68
H 0.92 -0.77 -2.20
H 1.29 1.86 0.99
H 2.40 0.64 1.85
H 0.52 -0.50 2.44
*
```

Kohn-Sham gap	9.5280	eV
E_LUMO	0.0400	Eh

=====

Record 3
Here is C26H54Cl3CoN5O4PSi as an isolated structure from OMol25. Energies are from ωB97M-V/def2-TZVPD.

```
! RIJCOSX wB97M-V def2-TZVPD def2/J DEFGRID3
* xyz 0 5
C 2.06 -1.71 -4.57
C 1.31 -2.38 -3.46
H 2.22 -2.41 -5.41
H 3.05 -1.36 -4.23
H 1.51 -0.85 -4.96
C 1.32 -3.71 -3.28
C 2.35 -4.62 -3.87
H 0.50 -4.21 -2.75
H 3.36 -4.22 -3.69
H 2.25 -4.74 -4.96
H 2.29 -5.61 -3.41
Co -2.07 2.86 -1.50
Cl -3.08 1.13 -2.19
Cl 2.84 1.47 -0.36
C -3.39 -0.69 0.75
O -2.24 -0.26 0.66
N -3.81 -1.60 1.66
C -2.89 -2.15 2.65
C -5.14 -2.18 1.59
H -4.19 -0.33 0.08
H -1.86 -2.09 2.29
H -3.16 -3.19 2.84
H -2.98 -1.59 3.60
H -5.78 -1.51 1.00
H -5.55 -2.30 2.60
H -5.12 -3.17 1.10
H 3.48 -1.53 -1.08
H 2.23 -4.12 -0.38
C 3.89 -1.90 -0.13
C 2.57 -3.85 0.63
N 2.82 -2.42 0.70
H 4.38 -1.07 0.38
C 2.21 -1.59 1.60
O 2.51 -0.42 1.80
H 1.79 -4.12 1.35
H 1.39 -2.10 2.16
H 4.59 -2.72 -0.34
H 3.49 -4.41 0.85
O 1.49 -0.64 -1.90
C 0.60 -1.40 -2.49
C -0.23 -2.66 -0.34
C -0.47 -2.19 -1.62
H 0.64 -2.29 0.21
C -1.09 -3.61 0.24
H 0.00 -0.75 -3.14
C -1.68 -2.48 -2.25
H -0.84 -4.07 1.21
C -2.26 -3.97 -0.44
C -2.57 -3.38 -1.67
H -1.89 -1.98 -3.20
H -2.94 -4.72 -0.02
H -3.50 -3.62 -2.21
Si 3.07 2.42 -2.18
Cl -2.03 4.76 -2.24
C 4.91 2.89 -2.09
C 1.98 3.94 -2.03
C 2.74 1.55 -3.77
H 5.54 2.00 -2.17
H 5.14 3.37 -1.13
H 5.17 3.58 -2.90
H 2.65 0.48 -3.59
H 3.56 1.73 -4.48
H 1.81 1.92 -4.23
H 1.00 3.72 -1.58
H 1.81 4.41 -3.01
H 2.46 4.70 -1.40
C 1.46 4.34 1.20
N 0.07 4.26 1.65
C -0.46 5.46 2.25
P -0.81 2.87 1.43
O -0.74 2.43 0.00
N -0.24 1.89 2.66
C -0.84 0.64 3.06
C 1.06 2.07 3.28
N -2.37 3.12 1.88
C -2.73 3.20 3.28
C -3.39 3.60 0.97
H 1.55 5.06 0.38
H 1.82 3.36 0.86
H 2.10 4.68 2.03
H 0.21 6.29 2.01
H -1.46 5.70 1.85
H -0.53 5.37 3.34
H -0.23 -0.20 2.70
H -0.89 0.59 4.16
H -1.85 0.53 2.65
H 1.84 1.53 2.72
H 1.31 3.13 3.37
H 1.03 1.65 4.30
H -3.05 4.22 3.55
H -3.55 2.50 3.51
H -1.87 2.93 3.90
H -3.67 4.64 1.23
H -3.05 3.58 -0.08
H -4.29 2.98 1.06
*
```

Kohn-Sham gap (alpha / beta)	9.2195 / 7.1128	eV
E_LUMO (alpha / beta)	0.0195 / -0.0566	Eh

=====

Record 4
Here is C23H36GeNO2S2Tl as an isolated structure from OMol25. Energies are from ωB97M-V/def2-TZVPD.

```
! RIJCOSX wB97M-V def2-TZVPD def2/J DEFGRID3
* xyz -1 2
Tl -0.14 0.10 -0.43
C 4.15 -2.56 -0.46
C 3.82 -1.95 0.90
C 4.75 -2.49 1.99
C 2.37 -2.12 1.30
C 1.81 -1.23 2.21
C 0.47 -1.32 2.58
C -0.34 -2.32 2.07
C -1.81 -2.37 2.39
C 0.23 -3.23 1.18
C 1.56 -3.13 0.80
H 5.18 -2.30 -0.74
H 3.49 -2.20 -1.24
H 4.10 -3.65 -0.42
H 4.00 -0.87 0.82
H 4.61 -3.57 2.09
H 4.54 -2.03 2.95
H 5.80 -2.30 1.74
H 2.41 -0.41 2.60
H 0.05 -0.59 3.26
H -2.39 -1.91 1.59
H -2.03 -1.84 3.31
H -2.16 -3.41 2.49
H -0.39 -4.02 0.75
H 1.95 -3.84 0.08
O -2.79 -0.49 -0.09
N -3.22 -0.55 -1.32
C -3.83 -1.69 -1.73
C -4.33 -1.85 -2.99
C -4.19 -0.80 -3.89
C -3.56 0.35 -3.49
C -3.04 0.52 -2.18
S -2.24 1.92 -1.63
H -3.87 -2.44 -0.95
H -4.81 -2.78 -3.25
H -4.57 -0.88 -4.90
H -3.43 1.19 -4.16
C 1.33 4.55 2.74
Ge 1.49 3.16 1.35
C 1.85 4.19 -0.29
C 3.23 2.30 1.70
C 0.05 1.92 1.13
H 2.26 5.12 2.77
H 1.15 4.12 3.73
H 0.50 5.23 2.51
H 2.45 5.08 -0.05
H 0.93 4.51 -0.78
H 2.42 3.58 -0.99
H 4.02 3.04 1.58
H 3.39 1.49 0.98
H 3.29 1.89 2.71
H -0.82 2.21 1.72
O 2.75 -0.37 -2.94
S 2.55 1.02 -2.41
C 3.80 2.06 -3.23
C 3.08 3.16 -4.01
C 1.82 2.49 -4.55
C 1.20 1.79 -3.35
H 4.30 1.35 -3.90
H 4.51 2.43 -2.49
H 3.71 3.59 -4.79
H 2.79 3.97 -3.33
H 2.08 1.75 -5.31
H 1.13 3.20 -5.00
H 0.50 0.98 -3.58
H 0.69 2.49 -2.68
*
```

Kohn-Sham gap (alpha / beta)	6.1686 / 5.9516	eV
E_LUMO (alpha / beta)	0.0923 / 0.0923	Eh

=====

Record 5
Here is C9H17Br8Cl3 as an isolated structure from OMol25. Energies are from ωB97M-V/def2-TZVPD.

```
! RIJCOSX wB97M-V def2-TZVPD def2/J DEFGRID3
* xyz 0 1
Br 3.24 -1.85 1.74
C 4.02 -0.84 0.19
C 2.85 -0.52 -0.77
Br 3.61 0.81 -1.98
H 4.67 -1.52 -0.34
H 4.56 0.05 0.53
H 1.93 -0.15 -0.30
H 2.48 -1.36 -1.35
Br 3.72 3.59 -0.73
C 2.12 2.70 -1.56
C 1.40 2.12 -0.43
Br -0.43 1.66 -1.18
H 2.30 1.92 -2.29
H 1.51 3.42 -2.10
H 1.24 2.82 0.40
H 1.84 1.29 0.11
Br -4.30 -1.45 2.51
C -2.46 -2.07 2.45
C -2.31 -3.24 1.51
Br -0.59 -4.20 1.92
H -2.25 -2.37 3.47
H -1.83 -1.19 2.30
H -2.27 -2.86 0.49
H -3.13 -3.97 1.56
Br -1.89 2.15 -2.74
C -2.97 1.37 -1.32
C -2.31 1.49 0.03
Br -3.10 0.17 1.29
H -3.08 0.29 -1.45
H -3.92 1.90 -1.34
H -2.31 2.49 0.46
H -1.31 1.06 0.01
C -0.15 -0.66 -0.31
Cl -1.78 -1.42 -0.15
Cl 0.90 -1.93 -0.74
Cl 0.34 0.20 1.18
H -0.32 0.11 -1.06
*
```

Kohn-Sham gap	7.6152	eV
E_LUMO	0.0042	Eh

=====

Record 6
Here is C51H42N6O3RuS3 as an isolated structure from OMol25. Energies are from ωB97M-V/def2-TZVPD.

```
! RIJCOSX wB97M-V def2-TZVPD def2/J DEFGRID3
* xyz 1 6
Ru -0.07 0.01 -0.21
C -1.04 -0.35 4.09
O 0.14 0.21 4.67
C 1.24 0.57 3.94
C 2.28 1.07 4.71
C 3.48 1.49 4.14
C 3.64 1.41 2.78
C 2.61 0.92 1.97
C 2.87 0.89 0.55
N 2.09 0.47 -0.38
N 2.61 0.60 -1.67
C 1.68 0.40 -2.56
O 0.45 0.12 -2.31
C 2.06 0.51 -4.00
C 3.40 0.46 -4.39
C 3.73 0.57 -5.73
C 2.74 0.75 -6.68
C 1.41 0.81 -6.30
C 1.07 0.69 -4.96
C 1.39 0.48 2.53
O 0.41 0.02 1.80
H -1.69 -0.54 4.94
H -0.83 -1.29 3.58
H -1.52 0.34 3.40
H 2.13 1.12 5.78
H 4.27 1.86 4.77
H 4.56 1.73 2.31
H 3.84 1.28 0.23
H 4.16 0.32 -3.64
H 4.77 0.52 -6.03
H 3.01 0.84 -7.73
H 0.64 0.96 -7.04
H 0.04 0.74 -4.64
N -0.89 -1.93 -0.28
S -2.26 -2.43 -0.12
N -3.54 -1.50 0.29
S -4.05 -0.13 -0.19
N -3.45 1.12 0.49
S -2.36 2.27 0.04
N -0.95 1.95 -0.17
C -2.61 3.39 1.40
C -3.81 4.03 1.67
C -3.90 4.85 2.78
C -2.79 5.02 3.61
C -1.60 4.38 3.33
C -1.50 3.56 2.21
C -3.11 3.06 -1.39
C -4.47 3.27 -1.53
C -4.94 3.93 -2.65
C -4.04 4.36 -3.62
C -2.68 4.13 -3.48
C -2.20 3.48 -2.35
C -4.11 -0.02 -1.96
C -5.32 0.15 -2.62
C -5.32 0.25 -4.00
C -4.12 0.20 -4.71
C -2.92 0.04 -4.03
C -2.91 -0.07 -2.65
C -5.73 -0.16 0.36
C -6.23 0.88 1.13
C -7.54 0.81 1.57
C -8.34 -0.27 1.23
C -7.83 -1.31 0.46
C -6.51 -1.27 0.03
C -2.40 -3.63 1.19
C -3.59 -3.91 1.84
C -3.60 -4.87 2.83
C -2.43 -5.54 3.16
C -1.25 -5.25 2.51
C -1.22 -4.29 1.51
C -2.82 -3.29 -1.58
C -4.08 -3.86 -1.67
C -4.44 -4.50 -2.85
C -3.55 -4.56 -3.91
C -2.28 -4.00 -3.80
C -1.91 -3.36 -2.63
H -4.67 3.92 1.03
H -4.82 5.37 3.00
H -2.87 5.66 4.48
H -0.74 4.51 3.97
H -0.58 3.04 1.97
H -5.18 2.89 -0.80
H -6.00 4.10 -2.78
H -4.41 4.88 -4.50
H -1.99 4.46 -4.24
H -1.15 3.28 -2.21
H -6.25 0.22 -2.08
H -6.25 0.38 -4.53
H -4.13 0.28 -5.78
H -1.98 0.00 -4.57
H -1.95 -0.19 -2.15
H -5.58 1.70 1.41
H -7.94 1.61 2.18
H -9.36 -0.32 1.58
H -8.45 -2.16 0.20
H -6.10 -2.07 -0.58
H -4.49 -3.35 1.61
H -4.52 -5.09 3.36
H -2.45 -6.29 3.94
H -0.33 -5.76 2.78
H -0.31 -4.02 1.00
H -4.75 -3.84 -0.83
H -5.42 -4.95 -2.93
H -3.84 -5.06 -4.83
H -1.59 -4.06 -4.63
H -0.93 -2.90 -2.52
*
```

Kohn-Sham gap (alpha / beta)	6.5497 / 6.2809	eV
E_LUMO (alpha / beta)	-0.0973 / -0.1085	Eh

=====

Record 7
Here is an isolated ion of composition C3H9N2O3 and charge +1 from OMol25. Energies are from ωB97M-V/def2-TZVPD.

```
! RIJCOSX wB97M-V def2-TZVPD def2/J DEFGRID3
* xyz 1 1
C 0.35 -0.67 -1.87
C -0.52 -0.38 -0.60
N -1.16 0.89 -0.58
O -1.47 -1.30 -0.19
O 0.50 -0.56 0.49
C 0.63 0.29 1.54
N 1.58 0.10 2.45
O 0.03 1.43 1.68
H -0.10 -0.26 -2.79
H 0.68 -1.63 -1.94
H 1.25 -0.01 -1.91
H -0.97 1.40 -1.43
H -2.08 0.72 -0.39
H -1.98 -1.66 -0.95
H 1.64 0.75 3.31
H 2.12 -0.77 2.44
H -0.48 1.65 0.74
*
```

Kohn-Sham gap	12.4169	eV
E_LUMO	-0.1079	Eh

=====

Record 8
Here is the molecule C2H4N2S from OMol25. Energies are from ωB97M-V/def2-TZVPD.

```
! RIJCOSX wB97M-V def2-TZVPD def2/J DEFGRID3
* xyz 0 1
N -3.05 0.40 -0.07
C -1.98 0.09 0.10
C -0.46 -0.07 0.21
N 0.03 -1.09 -0.53
S 0.25 1.68 -0.16
H -0.18 0.02 1.32
H -0.28 -1.01 -1.45
H 0.85 -1.58 -0.42
H -0.91 2.32 0.28
*
```

Kohn-Sham gap	10.0863	eV
E_LUMO	0.0209	Eh

=====

Record 9
Here is C4H16AlN8O8P as an isolated structure from OMol25. Energies are from ωB97M-V/def2-TZVPD.

```
! RIJCOSX wB97M-V def2-TZVPD def2/J DEFGRID3
* xyz 0 1
Al 10.44 21.24 -6.11
P 12.18 23.99 -6.21
O 10.91 23.85 -7.07
O 12.87 25.33 -6.15
O 12.98 22.80 -6.76
O 11.57 23.59 -4.87
C 7.53 18.75 -7.08
O 7.97 19.56 -6.25
N 7.10 17.53 -6.64
N 7.50 18.92 -8.41
H 7.17 17.29 -5.66
H 6.87 16.83 -7.31
H 7.43 18.13 -9.02
H 7.80 19.85 -8.66
C 13.71 20.64 -4.03
O 12.75 20.20 -4.65
N 14.14 21.94 -3.90
N 14.55 19.76 -3.35
H 13.70 22.58 -4.54
H 15.10 21.97 -3.61
H 15.05 20.18 -2.59
H 14.18 18.87 -3.07
C 9.95 20.28 -10.10
O 10.29 20.26 -8.93
N 10.36 19.35 -11.04
N 9.10 21.24 -10.59
H 10.51 18.43 -10.64
H 9.96 19.44 -11.95
H 8.88 21.23 -11.57
H 9.23 22.09 -10.06
C 7.89 23.67 -4.47
O 8.08 22.52 -4.87
N 8.87 24.51 -4.04
N 6.64 24.23 -4.31
H 8.64 25.48 -3.98
H 9.85 24.30 -4.19
H 5.84 23.63 -4.46
H 6.60 25.19 -4.06
*
```

Kohn-Sham gap	4.4873	eV
E_LUMO	-0.1402	Eh

=====

Record 10
Here is a 2-piece molecular cluster, C5H14 overall from OMol25. Energies are from ωB97M-V/def2-TZVPD.

```
! RIJCOSX wB97M-V def2-TZVPD def2/J DEFGRID3
* xyz 0 1
C -1.31 -0.22 -1.84
C -0.55 1.11 -1.81
C -0.88 1.90 -0.57
H -2.33 -0.13 -1.46
H -0.74 -1.01 -1.36
H -1.48 -0.58 -2.86
H 0.54 0.98 -1.85
H -0.82 1.69 -2.70
H -0.38 1.48 0.30
H -0.57 2.95 -0.65
H -1.95 2.03 -0.41
C 1.53 -1.74 1.39
C 1.15 -0.93 2.65
H 1.76 -1.23 0.45
H 2.43 -2.34 1.52
H 0.65 -2.34 1.21
H 0.14 -1.23 2.88
H 1.14 0.14 2.42
H 1.81 -1.04 3.50
*
```

Kohn-Sham gap	12.5362	eV
E_LUMO	0.0415	Eh

=====

Record 11
Here is a 2-piece molecular cluster, C3HCl2NS overall from OMol25. Energies are from ωB97M-V/def2-TZVPD.

```
! RIJCOSX wB97M-V def2-TZVPD def2/J DEFGRID3
* xyz 0 1
C 0.00 -0.31 2.33
C 1.85 -0.08 -0.12
C 0.60 0.43 -0.04
N -0.37 -0.25 3.41
S 3.27 0.60 0.59
Cl 1.98 -1.62 -0.78
Cl 0.05 2.07 0.35
H -0.15 -0.13 -0.44
*
```

Kohn-Sham gap (alpha / beta)	6.1136 / 6.1179	eV
E_LUMO (alpha / beta)	-0.1539 / -0.1539	Eh